# 1
105
Properties=species:S:1:pos:R:3 method="wB97M-V/def2-TZVPD" charge=0 lumo_energy_ev=0.3 e_homo_ev=-8.561 smiles=CC1(C)CCCC(C)(C)N1O.CC1(C)CCCC(C)(C)N1O.CCO.CCO.CCO.CCO.CCO de_lowest_kcal_mol=23.5
C -3.58 2.46 1.44
C -4.59 2.15 0.39
C -4.10 2.63 -0.97
C -4.92 0.69 0.35
C -5.64 0.32 1.62
C -6.93 1.10 1.72
C -6.69 2.57 1.75
C -8.04 3.41 1.44
C -6.21 3.03 3.09
N -5.84 2.91 0.59
O -5.47 4.31 0.74
H -3.72 1.90 2.33
H -2.60 2.02 1.17
H -3.64 3.55 1.50
H -3.34 1.94 -1.28
H -4.96 2.58 -1.61
H -3.74 3.65 -0.98
H -5.58 0.54 -0.54
H -3.95 0.18 0.07
H -5.93 -0.73 1.66
H -5.00 0.41 2.48
H -7.42 0.77 2.65
H -7.53 0.88 0.84
H -8.85 3.15 2.10
H -8.35 3.20 0.40
H -7.84 4.49 1.51
H -6.97 2.84 3.86
H -5.97 4.08 2.95
H -5.25 2.58 3.33
H -5.96 4.62 0.00
C 2.79 3.63 -0.73
C 3.70 2.53 -1.20
C 3.03 1.70 -2.28
C 5.03 3.08 -1.71
C 5.96 3.55 -0.65
C 6.27 2.46 0.31
C 4.97 2.01 1.06
C 5.18 0.69 1.74
C 4.44 3.07 2.02
N 4.06 1.55 -0.12
O 2.77 1.13 0.51
H 3.11 4.21 0.15
H 2.53 4.33 -1.51
H 1.87 3.09 -0.46
H 3.54 0.75 -2.30
H 1.98 1.42 -2.14
H 3.19 2.17 -3.26
H 5.49 2.22 -2.23
H 4.96 3.89 -2.45
H 6.87 3.83 -1.20
H 5.60 4.45 -0.11
H 7.10 2.68 1.01
H 6.63 1.60 -0.28
H 6.10 0.76 2.36
H 5.24 -0.12 1.02
H 4.36 0.49 2.41
H 3.44 2.74 2.35
H 4.42 4.09 1.57
H 5.13 3.10 2.85
H 2.64 0.27 0.10
C 5.02 -1.99 -1.63
C 3.77 -2.43 -0.81
O 2.78 -1.36 -0.89
H 5.51 -1.20 -1.01
H 4.71 -1.45 -2.51
H 5.81 -2.74 -1.79
H 4.12 -2.61 0.22
H 3.39 -3.33 -1.20
H 1.89 -1.77 -0.82
C -0.96 -4.13 2.16
C -2.32 -4.17 1.45
O -2.12 -3.67 0.15
H -0.65 -3.08 2.17
H -0.18 -4.73 1.64
H -0.94 -4.50 3.15
H -3.04 -3.52 1.96
H -2.74 -5.19 1.28
H -2.96 -3.55 -0.34
C -0.41 -0.31 1.31
C -0.37 -0.48 -0.19
O -0.08 -1.86 -0.47
H -0.61 0.73 1.59
H 0.60 -0.50 1.63
H -1.17 -0.91 1.81
H 0.41 0.16 -0.60
H -1.30 -0.17 -0.73
H -0.83 -2.39 -0.15
C 1.74 -3.40 -4.27
C 0.42 -2.67 -4.11
O -0.27 -3.10 -2.94
H 2.41 -3.11 -3.45
H 2.20 -3.19 -5.28
H 1.54 -4.49 -4.29
H -0.26 -2.87 -4.93
H 0.68 -1.60 -4.12
H -0.23 -2.40 -2.29
C 1.86 -5.50 0.35
C 0.71 -5.57 -0.63
O 0.79 -6.88 -1.14
H 1.56 -6.09 1.27
H 2.11 -4.51 0.81
H 2.73 -6.04 -0.05
H 1.00 -4.87 -1.47
H -0.32 -5.26 -0.29
H 0.23 -6.92 -1.93

# 2
113
Properties=species:S:1:pos:R:3 method="wB97M-V/def2-TZVPD" charge=0 lumo_energy_ev=0.4 e_homo_ev=-8.524 smiles="NCCCN(N)C(=O)OCCC(F)(F)F.CC(C)O.CC(C)O.CC(C)O.CC(C)O.CC(C)O.CC(C)O.CC(C)O"
N -1.52 1.05 1.04
C -1.17 1.71 -0.27
C -1.36 0.75 -1.59
C -0.55 -0.68 -1.24
N 0.92 -0.28 -1.18
N 1.65 -1.18 -1.98
C 1.47 -0.48 0.25
O 1.99 0.59 0.85
O 1.40 -1.85 0.77
C 1.19 -1.89 2.23
C 0.12 -3.01 2.75
C 0.43 -4.55 2.27
F 0.57 -5.37 3.53
F 1.68 -4.73 1.50
F -0.80 -5.04 1.58
H -2.46 0.58 1.02
H -1.41 1.68 1.86
H -0.02 2.00 -0.21
H -1.78 2.73 -0.34
H -2.47 0.57 -1.92
H -0.73 1.25 -2.46
H -0.80 -1.43 -2.11
H -0.91 -1.18 -0.25
H 1.26 -2.15 -1.83
H 2.64 -1.24 -1.63
H 2.26 -2.14 2.70
H 0.87 -0.86 2.71
H 0.15 -2.99 3.93
H -0.97 -2.65 2.44
C 2.84 -2.12 7.28
C 1.75 -1.43 6.48
C 1.15 -0.26 7.26
O 0.72 -2.37 6.18
H 2.45 -2.53 8.21
H 3.26 -2.96 6.71
H 3.66 -1.43 7.51
H 2.16 -1.07 5.53
H 0.70 -0.61 8.19
H 0.36 0.22 6.68
H 1.91 0.48 7.49
H 0.35 -2.69 7.01
C -6.39 0.59 3.34
C -5.45 -0.58 3.10
C -5.01 -1.22 4.41
O -4.30 -0.11 2.40
H -5.91 1.37 3.93
H -6.69 1.05 2.39
H -7.30 0.26 3.87
H -5.94 -1.32 2.47
H -4.48 -0.50 5.04
H -4.33 -2.05 4.22
H -5.88 -1.60 4.97
H -3.85 0.55 2.95
C -6.68 4.42 5.67
C -7.13 4.11 4.26
C -8.23 5.05 3.81
O -7.60 2.77 4.20
H -7.50 4.31 6.38
H -5.89 3.73 5.99
H -6.29 5.44 5.75
H -6.28 4.19 3.57
H -9.11 4.96 4.45
H -8.56 4.81 2.79
H -7.89 6.10 3.83
H -8.36 2.69 4.80
C 0.27 -5.95 -4.71
C 0.79 -4.52 -4.60
C 2.17 -4.38 -5.23
O 0.86 -4.16 -3.22
H 0.93 -6.65 -4.19
H -0.72 -6.04 -4.25
H 0.19 -6.25 -5.76
H 0.09 -3.83 -5.09
H 2.89 -5.03 -4.73
H 2.53 -3.35 -5.13
H 2.14 -4.64 -6.29
H 1.48 -4.76 -2.78
C 3.79 -1.94 -8.27
C 2.38 -1.63 -8.73
C 2.07 -0.15 -8.60
O 1.45 -2.38 -7.94
H 3.93 -1.68 -7.22
H 4.00 -3.02 -8.36
H 4.53 -1.40 -8.87
H 2.25 -1.94 -9.77
H 2.15 0.18 -7.56
H 1.04 0.06 -8.92
H 2.75 0.45 -9.20
H 1.56 -2.11 -7.02
C 7.73 0.68 -6.41
C 6.32 1.00 -6.86
C 6.01 2.48 -6.73
O 5.39 0.25 -6.07
H 7.87 0.95 -5.35
H 7.94 -0.39 -6.49
H 8.47 1.23 -7.00
H 6.19 0.68 -7.90
H 6.09 2.81 -5.69
H 4.98 2.69 -7.05
H 6.69 3.08 -7.34
H 5.50 0.52 -5.15
C 1.75 4.16 3.18
C 0.33 4.47 2.72
C 0.02 5.95 2.85
O -0.59 3.73 3.51
H 1.89 4.42 4.23
H 1.95 3.09 3.09
H 2.49 4.70 2.58
H 0.20 4.16 1.68
H 0.10 6.28 3.90
H -1.00 6.16 2.53
H 0.71 6.56 2.25
H -0.48 4.00 4.44